No. 1
16
Properties=species:S:1:pos:R:3 method="wB97M-V/def2-TZVPD" smiles=C[C@H]1O[Si]1(C)C mol_weight_g_mol=102.21 e_tot_ev=-14232.764 de_lowest_ev=2.8564 total_charge=0
C -2.32634 0.25980 1.85176
C -0.86047 -0.08666 1.16644
O -0.34522 -1.39119 0.44999
Si 0.51041 -0.34760 -0.48344
C 2.41490 -0.42383 -0.29414
C -0.09981 0.06632 -2.23531
H -2.39540 1.33485 1.91220
H -3.13799 -0.04120 1.14782
H -2.18337 -0.22944 2.77627
H -0.17184 0.03420 2.08677
H 2.57579 -0.98240 0.56436
H 3.00849 -0.75726 -1.26412
H 3.01411 0.54537 -0.14003
H -0.91907 -0.50319 -2.47200
H -0.33903 1.17366 -2.31616
H 0.81985 -0.19067 -2.88772

No. 2
152
Properties=species:S:1:pos:R:3 method="wB97M-V/def2-TZVPD" mol_weight_g_mol=1228.40 e_tot_ev=-189221.851 de_lowest_ev=0.7906 total_charge=+1
C -0.77376 -0.28990 2.24308
C -2.02710 0.35011 2.82803
C -2.90355 -0.62239 3.62439
C -3.96524 -1.25362 2.69955
C -4.16425 -2.76706 2.74707
C -2.90744 -3.63161 2.79033
C -3.33890 -5.09687 2.56087
O -3.24803 -5.34713 1.15866
C -2.11466 -6.07807 0.71032
P -1.56853 -5.42082 -0.90553
O -0.26911 -6.00688 -1.22562
O -1.60300 -3.85072 -0.83656
O -2.64066 -5.80163 -2.01814
C -0.87675 -6.03471 1.60475
O -0.13460 -4.87657 1.51204
N 1.32522 -5.22306 1.19334
O 2.01406 -4.51593 1.73896
N -1.20291 -6.23113 3.07341
C -2.67253 -6.17391 3.41225
C -2.79693 -5.84590 4.90181
P -3.42286 -7.86520 3.25590
O -2.82962 -8.77343 4.24864
H -0.18400 0.47863 1.75199
H -1.03257 -1.03536 1.48440
H -0.21116 -0.80061 3.02346
H -1.71073 1.17879 3.46019
H -2.61746 0.79921 2.03085
H -2.30887 -1.35616 4.16540
H -3.41915 -0.03497 4.38237
H -3.79129 -0.92417 1.67674
H -4.92611 -0.82275 2.97701
H -4.67418 -3.03187 1.81626
H -4.84205 -3.06801 3.54765
H -2.25210 -3.38378 1.95479
H -2.32413 -3.47874 3.69644
H -4.39699 -5.14644 2.82147
H -2.43618 -7.10556 0.52559
H -1.40633 -3.52885 -1.73058
H -2.99079 -6.69002 -1.89761
H -0.23280 -6.86001 1.28564
H -0.73927 -5.46159 3.56581
H -0.78061 -7.09335 3.43569
H -2.02272 -5.15210 5.22320
H -3.75766 -5.38656 5.11925
H -2.70652 -6.74227 5.51108
H -4.79290 -7.59893 3.39920
H -3.22277 -8.32799 1.94425
O 3.70574 -10.20214 0.55014
S 2.43303 -10.81821 0.75491
O 2.03504 -11.93819 -0.03274
O 1.31054 -9.68566 0.66134
C 1.28805 -8.87863 -0.54887
C 0.73869 -9.61711 -1.74878
C 2.22456 -11.21262 2.45696
H 2.28645 -8.48637 -0.74497
H 0.64679 -8.03133 -0.31722
H 1.38940 -10.43670 -2.04599
H 0.64788 -8.93734 -2.59469
H -0.24034 -10.04385 -1.52157
H 2.50296 -10.35159 3.05790
H 2.88538 -12.05053 2.66590
H 1.19015 -11.49875 2.62653
O -5.78587 -0.93505 -1.33035
S -4.85505 -1.67170 -2.12631
O -3.60397 -1.08949 -2.51290
O -5.60099 -2.24757 -3.39400
C -6.31882 -1.30933 -4.24037
C -5.40019 -0.45765 -5.09038
C -4.45279 -3.18749 -1.34398
H -6.97571 -0.69786 -3.62120
H -6.94882 -1.93273 -4.86997
H -4.79709 0.21305 -4.48056
H -5.99169 0.14756 -5.77637
H -4.71865 -1.08377 -5.66570
H -5.35944 -3.69779 -1.02767
H -3.83688 -2.94058 -0.48488
H -3.89178 -3.78313 -2.05200
O 1.36812 -8.45952 -4.88466
S 1.36173 -8.24807 -6.30232
O 1.44605 -9.36398 -7.18747
O 2.48769 -7.19281 -6.66144
C 3.83981 -7.47190 -6.22133
C 4.51460 -8.55738 -7.03340
C -0.01979 -7.25878 -6.75577
H 3.82947 -7.71425 -5.15775
H 4.36862 -6.52869 -6.33775
H 4.03196 -9.52238 -6.89020
H 5.55705 -8.64939 -6.72923
H 4.47318 -8.32221 -8.09641
H -0.07025 -6.39792 -6.09521
H -0.90311 -7.88296 -6.64136
H 0.09553 -6.95514 -7.79227
O 0.54051 2.58417 1.16510
S 1.94560 2.82820 1.30886
O 2.54597 2.82190 2.60582
O 2.31071 4.16655 0.55124
C 1.58690 5.37299 0.90411
C 2.01137 5.95027 2.23768
C 2.83927 1.73758 0.25807
H 0.51555 5.16979 0.87598
H 1.80773 6.07307 0.10194
H 1.75148 5.28791 3.06186
H 1.51340 6.90628 2.39747
H 3.09002 6.10182 2.26373
H 2.39252 1.75910 -0.73232
H 2.75848 0.74432 0.69456
H 3.87791 2.05444 0.23010
O -1.25606 4.23928 -3.12124
S -0.78515 4.05538 -1.78345
O 0.53997 3.56280 -1.55611
O -1.82225 3.14535 -0.99674
C -2.15523 1.85840 -1.56140
C -1.02740 0.86083 -1.39878
C -1.01402 5.51725 -0.84038
H -2.44443 1.97029 -2.60689
H -3.03317 1.52061 -1.01505
H -0.15443 1.15083 -1.98156
H -1.35360 -0.12286 -1.73548
H -0.71832 0.80172 -0.35342
H -2.02449 5.88685 -0.98651
H -0.28957 6.24330 -1.20274
H -0.82594 5.29134 0.20563
O 0.27547 9.15290 -0.81591
S 1.66353 9.08429 -0.46783
O 2.05467 8.71001 0.85623
O 2.36938 10.43914 -0.87449
C 1.82410 11.67685 -0.35126
C 2.14036 11.89476 1.11242
C 2.50772 8.05305 -1.61777
H 0.75023 11.70426 -0.54285
H 2.28255 12.45760 -0.95432
H 1.64425 11.15361 1.73898
H 1.80389 12.88256 1.42191
H 3.20810 11.81674 1.28844
H 2.22956 8.34641 -2.62589
H 2.19526 7.02968 -1.41841
H 3.57711 8.15661 -1.45769
O 4.32827 13.83345 1.85073
S 4.84216 15.16906 1.93055
O 6.09371 15.48801 1.32141
O 4.86023 15.61432 3.45278
C 5.56112 14.76756 4.39423
C 7.06760 14.87806 4.28245
C 3.62580 16.31338 1.38055
H 5.22414 13.73719 4.27228
H 5.22905 15.10721 5.37263
H 7.42673 14.49418 3.32935
H 7.53854 14.30424 5.08060
H 7.38205 15.91850 4.35846
H 2.67971 16.08370 1.86242
H 3.54605 16.19241 0.30257
H 3.95861 17.31832 1.62362

No. 3
20
Properties=species:S:1:pos:R:3 method="wB97M-V/def2-TZVPD" mol_weight_g_mol=105.16 e_tot_ev=-9380.001 de_lowest_ev=1.5832 total_charge=+1
C 0.57153 1.60522 0.39175
C 1.45779 0.44175 0.02485
C 1.08950 -0.10398 -1.37639
C 0.10129 -2.23417 -1.61186
N 0.02389 -1.05390 -1.20866
N -0.83260 1.07533 0.51687
H 0.55027 2.30791 -0.41768
H 0.89699 2.11912 1.29255
H 2.50672 0.73416 0.00480
H 1.38508 -0.35781 0.76200
H 0.82812 0.71239 -2.03513
H 2.00960 -0.51345 -1.81723
H 0.94819 -2.73087 -2.08199
H -0.77183 -2.86757 -1.44719
H -1.52302 1.76230 0.22668
H -0.90675 0.25413 -0.11663
H -1.01323 0.73072 1.47990
H -3.10206 -0.35615 2.09084
H -2.04819 -0.99041 3.08523
O -2.17128 -0.53472 2.23729